222
Properties=species:S:1:pos:R:3:forces:R:3 method="wB97M-V/def2-TZVPD" e_homo_ev=-9.447 orbital_gap_ha=0.3549 molar_mass_da=1288.6 spin_multiplicity=1 total_energy_ha=-4525.31113
N -0.50357 0.56644 -3.91204 -0.16 -1.64 -0.42
H 0.84507 0.37313 -2.78792 -0.05 0.62 2.01
H -1.24601 1.24788 -3.89471 0.02 0.43 -0.09
H -1.00885 -0.33336 -3.93229 0.50 0.60 -0.06
H 0.02642 0.60728 -4.78443 -0.36 0.43 0.00
C 2.67105 -0.84782 -0.59535 0.69 -0.19 -1.68
C 1.28238 -0.31068 -0.84919 0.47 0.41 0.28
C 0.80605 0.29745 0.46416 -0.78 -0.40 -0.04
O 1.25815 0.68748 -1.89465 -0.01 -0.96 -0.75
H 3.06832 -1.34359 -1.50006 -0.11 0.24 0.11
H 2.67535 -1.62868 0.14915 0.03 0.03 0.63
H 3.35169 -0.01362 -0.39260 -0.04 -0.26 0.32
H 0.62976 -1.15488 -1.09017 -0.22 0.13 -0.22
H -0.20112 0.67996 0.28128 0.13 0.34 0.37
H 1.47202 1.04856 0.90821 -0.10 0.08 -0.47
H 0.73050 -0.50310 1.21501 -0.08 0.11 -0.17
C 5.04946 -4.11562 0.10900 0.30 1.07 1.22
O 3.88308 -3.96498 0.92268 -0.01 -0.19 0.72
H 5.00151 -5.05708 -0.41858 0.35 -0.19 -0.13
H 5.07141 -3.25329 -0.55413 -0.07 -0.18 -0.42
H 5.94803 -3.98140 0.75458 -0.35 -0.56 -0.64
H 4.11750 -4.22927 1.83042 -0.27 0.13 -0.65
C -0.16444 -2.12512 -6.88868 0.29 0.24 -1.13
O -1.16871 -2.43109 -5.94965 -0.87 0.26 0.13
H 0.79855 -2.18009 -6.40860 0.26 -0.23 0.49
H -0.10989 -2.81219 -7.75649 -0.35 0.08 0.45
H -0.20066 -1.10872 -7.30293 -0.40 -0.02 0.19
H -2.05692 -2.09883 -6.20628 1.10 -0.29 -0.07
C -2.41485 -1.81937 -2.90831 -1.15 1.41 0.40
O -3.42742 -2.53173 -2.19948 1.38 -1.80 -0.23
H -1.75677 -1.30124 -2.23451 0.20 0.53 0.76
H -1.74736 -2.39140 -3.49868 0.18 -1.07 -0.94
H -2.92535 -1.05258 -3.51735 0.25 -0.33 0.08
H -3.02415 -3.43715 -2.11016 -1.06 1.01 0.21
C 7.06294 0.21594 -4.56715 -1.37 1.01 -2.00
O 6.52452 1.52509 -5.03538 1.12 -1.50 0.90
H 7.51880 0.17771 -3.59912 -0.14 0.42 0.80
H 6.23680 -0.49368 -4.70024 0.34 -0.17 0.47
H 7.82602 -0.04738 -5.27945 0.28 -0.04 -0.34
H 5.80466 1.71384 -4.43488 -0.36 0.29 0.27
C 3.58820 2.75910 -1.33348 0.94 -0.82 -0.31
O 3.72582 1.94373 -2.50890 -1.29 0.03 -0.24
H 4.03319 2.23051 -0.48659 0.32 -0.02 0.04
H 4.17405 3.66120 -1.52414 -0.41 0.17 0.26
H 2.57138 2.92392 -1.00180 -0.44 0.38 -0.46
H 2.83008 1.57673 -2.73593 1.07 0.24 0.78
C 2.67551 1.14905 -6.10666 -1.30 2.27 -1.09
O 1.25831 1.54116 -6.00162 0.50 -0.96 0.62
H 3.22566 2.06184 -6.36840 0.21 -0.30 0.23
H 2.96252 0.82634 -5.13249 0.18 -0.41 0.56
H 2.86754 0.43155 -6.88927 -0.20 -0.51 -0.05
H 0.88007 2.08654 -6.69544 0.76 -0.06 -0.37
C -3.67750 2.85109 -5.12849 0.05 1.09 -0.27
O -4.03565 1.95680 -4.13459 -1.23 -1.34 -0.88
H -2.57596 3.02929 -5.14841 -0.63 -0.09 -0.28
H -4.04599 2.38826 -6.05064 0.42 0.32 -0.09
H -4.18947 3.84089 -5.00485 0.47 -0.63 -0.11
H -3.61402 2.08373 -3.31415 0.93 0.65 1.74
C -0.39055 3.46500 -2.18923 -0.96 0.69 -0.19
C 0.16605 4.09226 -3.53526 -1.59 -1.09 1.42
O 0.51348 5.42386 -3.18842 0.45 0.15 -0.35
C 0.17506 5.70878 -1.92206 -0.98 -0.17 0.37
O 0.24251 6.77523 -1.38916 0.49 -0.13 -0.29
O -0.36608 4.63291 -1.32713 0.20 -0.65 0.40
H 0.25800 2.65960 -1.78915 -0.40 0.59 -0.19
H -1.48312 3.14327 -2.22010 1.59 0.33 -0.25
H -0.62827 4.10718 -4.30942 0.84 -0.09 0.22
H 1.02031 3.47667 -3.72788 0.64 0.17 -1.04
C -3.43488 -0.06817 5.59072 0.76 -1.67 -1.16
C -3.05645 -1.58434 5.63458 -0.93 0.83 0.53
O -4.34455 -2.14991 5.93637 -0.24 0.09 0.55
C -5.00421 -1.24351 6.69328 -1.70 -1.51 1.61
O -5.95433 -1.53027 7.40721 1.74 0.94 -1.60
O -4.42111 -0.05062 6.59422 -0.64 0.89 0.79
H -3.87782 0.30608 4.64517 0.45 -0.26 0.48
H -2.54494 0.46674 5.86443 0.00 0.80 0.27
H -2.38340 -1.78583 6.49245 -0.17 0.08 -0.60
H -2.78368 -2.08773 4.74236 0.82 0.03 -0.83
C -6.75861 2.73344 -1.57824 0.73 -0.01 -0.18
O -5.96247 2.43210 -0.43460 -0.03 -0.70 0.32
C -5.73168 1.03279 -0.26362 2.65 0.09 0.49
C -4.60683 0.49471 -1.26163 -1.83 0.68 1.00
O -3.50282 1.35123 -1.34797 0.45 0.65 0.01
C -2.85050 1.67692 -0.09085 -0.73 -0.61 -0.98
H -7.63668 2.09300 -1.51075 -0.40 0.32 -0.37
H -6.20115 2.53434 -2.52371 -0.38 -0.01 0.48
H -6.97560 3.81796 -1.55285 -0.17 -0.68 0.11
H -6.56067 0.40757 -0.46823 -1.43 -0.37 -0.22
H -5.44871 0.82860 0.81660 -0.24 0.58 -1.15
H -5.13994 0.46950 -2.22597 0.78 0.03 -0.02
H -4.34482 -0.53351 -0.99103 0.11 0.03 0.04
H -2.43315 0.75107 0.28359 0.17 -0.24 0.46
H -3.55755 2.08644 0.65171 0.49 0.05 -0.51
H -2.02306 2.33736 -0.36544 -0.33 0.08 0.35
C 3.86429 2.84535 2.86734 0.58 0.03 1.12
O 3.02130 3.90600 3.31178 0.32 0.73 -1.72
C 2.77406 4.83678 2.21388 -1.65 -0.48 1.01
C 1.25634 4.76005 1.87240 0.31 0.13 0.51
O 0.38002 5.10272 2.95421 0.52 1.00 -0.18
C 0.50046 6.48106 3.35845 -0.51 -0.25 -0.17
H 3.51567 1.96495 3.41171 0.14 -0.18 -0.20
H 4.92206 3.04395 3.21966 -0.88 -0.23 -0.76
H 3.80337 2.65965 1.77229 0.13 0.12 0.71
H 3.24919 4.46921 1.32090 0.56 0.17 -0.41
H 3.11742 5.85996 2.45695 -0.11 -0.56 -0.03
H 1.00517 3.70926 1.68348 0.22 0.11 -0.14
H 1.05647 5.32985 0.94148 -0.09 0.05 0.49
H 1.48780 6.71749 3.80015 -0.48 -0.15 -0.25
H -0.29935 6.71300 4.07830 0.40 -0.48 0.05
H 0.26346 7.14019 2.51409 0.47 -0.02 -0.13
C -4.28760 -6.23976 -0.58668 -0.36 -1.81 -1.05
O -2.96763 -5.81714 -0.72079 0.00 -0.21 -0.05
C -2.56891 -5.02859 0.36923 1.41 0.42 0.14
C -1.05935 -4.74367 0.16631 -1.83 -1.06 -0.10
O -0.31317 -5.87590 0.45245 0.67 -0.47 0.50
C 0.94238 -5.94702 -0.20608 -1.05 -0.37 -0.96
H -4.54071 -6.86846 -1.44519 0.36 0.08 -0.30
H -4.99544 -5.44296 -0.66609 -0.53 0.84 0.65
H -4.46604 -6.95121 0.23403 0.14 0.74 0.44
H -2.76921 -5.52166 1.33932 0.13 0.18 -0.37
H -3.10398 -4.07489 0.34434 -0.10 0.13 0.20
H -0.74875 -3.90705 0.69739 0.56 1.62 1.85
H -0.90942 -4.39760 -0.82582 0.00 -0.12 -1.64
H 0.71683 -6.00738 -1.29969 0.51 0.34 0.49
H 1.35526 -6.91105 0.05657 0.31 -0.11 0.25
H 1.64489 -5.13770 0.03448 -0.22 -0.02 0.05
C -3.36054 -1.41251 2.03879 2.65 -0.16 0.59
O -3.61690 -2.66159 2.62009 -0.73 0.02 0.19
C -5.00004 -2.90298 2.64357 -1.22 0.54 1.44
C -5.38185 -4.06850 3.51844 1.92 -0.67 -1.24
O -4.58924 -5.19004 3.07374 -0.61 1.05 -0.59
C -4.81770 -6.32534 3.81099 -1.34 -1.15 0.92
H -3.65783 -1.33435 1.02505 -0.50 -0.17 -1.20
H -2.25040 -1.29717 2.08443 -0.63 -0.05 -0.24
H -3.73136 -0.57095 2.57915 -0.76 0.58 0.66
H -5.41772 -3.03837 1.65807 0.07 -0.04 -0.69
H -5.58488 -2.07427 3.14172 0.70 -0.10 -0.65
H -6.42280 -4.26481 3.36280 -0.84 -0.24 0.05
H -5.17849 -3.84202 4.54684 0.10 -0.02 0.69
H -4.51528 -7.23090 3.26988 0.18 0.37 0.08
H -5.88772 -6.47449 4.11442 0.40 0.20 -0.63
H -4.33474 -6.25433 4.76985 0.72 -0.21 0.57
C -2.79092 5.88882 -3.32433 0.95 0.29 -1.00
O -3.05182 4.69457 -2.68338 -1.27 -1.07 0.86
C -4.06497 4.80832 -1.65933 1.07 -0.59 -0.25
C -3.52141 5.20481 -0.29692 -0.51 1.04 -0.16
O -3.04613 6.56495 -0.31251 0.19 -0.80 -0.15
C -2.33236 6.94200 0.85863 -0.05 -0.49 0.12
H -2.30476 6.55565 -2.65048 0.57 0.78 0.46
H -3.66219 6.42770 -3.70746 -0.28 -0.34 -0.17
H -2.09711 5.62287 -4.14310 -0.44 0.49 0.13
H -4.53947 3.79696 -1.59408 0.30 1.08 0.08
H -4.73447 5.60585 -1.96498 -0.59 -0.08 -0.11
H -2.78617 4.49615 0.08654 0.21 0.15 -0.04
H -4.40866 5.22221 0.33228 -0.18 -0.47 0.57
H -3.01463 7.09970 1.73635 0.38 -0.21 -0.60
H -1.85658 7.90350 0.60593 0.05 -0.54 0.27
H -1.58696 6.13443 1.11444 -0.45 0.95 -0.13
C 1.94912 -1.27972 3.79510 0.68 -0.01 -0.02
O 0.82424 -2.07212 3.56691 -0.51 0.42 -0.37
C 1.08339 -3.45696 3.56916 0.22 0.34 0.49
C -0.23787 -4.11630 3.85389 0.89 -0.50 1.00
O -0.52322 -3.89762 5.21812 0.90 0.33 0.29
C -1.60302 -4.63226 5.65464 -1.44 0.14 1.18
H 1.70740 -0.23001 3.62130 -0.17 -0.10 -0.19
H 2.75124 -1.58460 3.08782 -0.05 0.30 0.50
H 2.27469 -1.34165 4.85162 0.14 -0.24 -0.40
H 1.81236 -3.66827 4.36924 -0.37 -0.21 0.13
H 1.58530 -3.79519 2.65888 -0.33 0.06 -0.45
H -0.19110 -5.17540 3.69596 0.24 -0.88 -0.36
H -1.05333 -3.75219 3.28314 -0.73 0.68 -1.02
H -1.46762 -5.72297 5.69936 0.20 0.07 -0.54
H -2.49860 -4.35752 5.06950 0.04 -0.47 0.06
H -1.80948 -4.35202 6.70696 0.13 0.06 -0.50
C -1.32435 2.06556 3.25654 0.22 1.54 -0.82
O -2.68353 2.09136 2.90672 -0.82 0.64 0.11
C -3.23919 3.38359 3.13728 -1.67 0.37 -1.12
C -4.80329 3.35872 3.19747 0.63 -1.07 0.58
O -5.20608 2.57490 4.33291 1.18 0.78 -0.21
C -6.58037 2.60664 4.54415 -0.59 0.46 -0.79
H -1.17448 2.16087 4.31201 0.06 0.09 0.86
H -0.76265 2.88075 2.75423 -0.30 -0.18 0.32
H -0.91005 1.16809 2.90718 0.47 -1.51 -0.38
H -2.99741 4.11932 2.32321 0.19 -0.71 0.43
H -2.86589 3.80497 4.05343 0.19 0.11 0.63
H -5.28440 2.93308 2.30736 0.38 -0.14 -0.25
H -5.22192 4.36923 3.26684 0.35 0.18 0.23
H -7.05083 2.06757 3.71343 -0.40 -0.29 0.26
H -7.00136 3.63547 4.47877 0.32 -0.33 0.34
H -6.78642 2.16602 5.51486 -0.13 -0.09 -0.07
C 7.46591 0.35890 0.77525 0.55 0.45 -1.02
O 8.27542 -0.75990 0.35573 -1.52 0.75 0.19
C 9.51391 -0.38766 -0.13256 0.49 -1.58 -0.05
C 10.56165 -0.26196 0.93531 0.88 0.99 0.75
O 10.40031 1.04895 1.54489 -0.50 -0.29 -0.04
C 11.41259 1.51391 2.40004 0.53 -0.41 1.12
H 6.44603 0.11083 0.50259 -0.20 0.09 0.12
H 7.75041 1.36923 0.31967 -0.18 -1.51 0.17
H 7.58116 0.49863 1.82513 -0.12 0.05 0.95
H 9.42191 0.55953 -0.62545 0.29 0.57 -0.68
H 9.81684 -1.20712 -0.84142 -0.10 0.85 0.47
H 11.51346 -0.30380 0.37508 0.13 -0.01 0.59
H 10.51386 -1.04544 1.73650 0.02 0.45 -0.83
H 11.16717 2.43531 2.95525 -0.54 -0.03 -0.98
H 12.33243 1.68036 1.84685 0.30 0.03 -0.06
H 11.63251 0.86429 3.27624 -0.08 -0.41 -0.72
C 1.08408 -3.70139 -3.21173 -0.21 -0.31 -1.84
O 2.10181 -4.49705 -3.83959 1.51 0.54 2.33
C 3.22653 -4.45436 -2.87115 -0.22 -1.33 -0.92
C 4.34686 -5.43251 -3.24835 0.01 0.63 -1.35
O 5.00753 -5.01701 -4.47873 -0.42 -0.28 1.00
C 6.05774 -4.10246 -4.22748 -0.47 0.02 -1.10
H 1.04856 -3.80089 -2.14718 -0.14 -0.64 0.79
H 0.14763 -4.06226 -3.69466 0.41 0.87 0.46
H 1.32710 -2.63911 -3.34164 -0.45 0.09 -0.49
H 2.79220 -4.77250 -1.91526 0.36 0.21 0.07
H 3.67878 -3.47021 -2.78323 -0.36 0.48 -0.06
H 3.89067 -6.41536 -3.43125 0.40 0.17 0.06
H 5.16007 -5.45987 -2.50620 -0.68 -0.25 0.25
H 6.26932 -3.66644 -5.19697 0.44 -0.09 -0.23
H 6.94711 -4.56109 -3.80995 0.19 -0.27 0.15
H 5.77086 -3.25140 -3.63519 -0.35 0.32 0.74